19
Properties=species:S:1:pos:R:3:forces:R:3:mulliken_charge:R:1 method="wB97M-V/def2-TZVPD" homo_energy_ev=-10.25 smiles=CCC.CC lumo_energy_ev=1.0 molar_mass_g_mol=74.17 spin_multiplicity=1 total_charge=0 e_tot_ev=-5409.565 e_above_lowest_kcal_mol=57.3
C -0.7648 2.3603 -1.0476 0.1 5.7 5.3 -0.929
C -2.1715 2.2976 -0.6075 -1.7 3.4 -3.3 -0.968
H -0.1012 2.2991 -0.1549 -0.1 -0.2 -0.8 0.200
H -0.5424 1.7375 -1.7205 1.9 -5.4 -5.0 0.423
H -0.5070 3.3434 -1.5161 -0.5 -0.5 0.5 0.330
H -2.8546 2.3550 -1.5101 0.8 0.5 0.3 0.266
H -2.5975 1.4476 -0.2903 -0.6 -3.4 2.3 0.415
H -2.4755 3.1723 -0.0424 0.0 -0.2 0.5 0.271
C 1.0923 -1.6324 1.0829 3.1 2.3 6.0 -0.213
C 0.4765 -2.9170 0.7078 0.1 -1.0 -0.8 -0.941
C 1.6724 -0.6304 0.1121 -2.5 0.0 -2.6 -0.693
H 0.5021 -0.9490 1.9715 1.0 -2.1 -2.5 0.274
H 2.0446 -1.9121 1.7465 -1.9 0.3 -1.0 0.190
H 1.3000 -3.6175 0.3074 -1.4 1.1 0.1 0.239
H 2.6789 -0.2093 0.3980 -1.6 0.0 -0.4 0.321
H -0.3144 -2.6777 -0.0558 0.4 -1.0 0.8 0.291
H 0.1412 -3.4040 1.6550 -0.4 0.3 -1.0 0.288
H 1.6738 -1.0981 -0.9195 0.9 0.2 1.0 0.278
H 0.7471 0.0347 -0.1168 2.2 0.2 0.6 -0.041

=====

42
Properties=species:S:1:pos:R:3:forces:R:3:mulliken_charge:R:1 method="wB97M-V/def2-TZVPD" homo_energy_ev=-19.09 lumo_energy_ev=-12.3 molar_mass_g_mol=447.96 spin_multiplicity=1 total_charge=+3 e_tot_ev=-53244.955 e_above_lowest_kcal_mol=0.0
Sn 0.6257 0.3778 0.5087 0.7 0.9 0.2 1.158
C 3.0814 -0.1787 -1.3346 0.1 0.0 -0.1 -1.012
N 2.9129 0.2518 0.0770 -0.5 -0.6 0.1 0.028
C 3.5112 -0.7785 0.9707 0.1 0.0 0.0 -1.013
C 3.4943 1.5840 0.3576 0.1 0.2 -0.1 -0.671
C 2.7307 2.6684 -0.3697 0.1 0.0 0.1 -0.840
N 1.3114 2.6194 0.0475 -0.7 -0.4 -0.1 0.108
C 1.0629 3.3858 1.2927 0.1 0.1 0.1 -1.143
C 0.3984 3.0925 -1.0238 0.0 0.2 0.0 -1.030
H 4.1404 -0.2986 -1.5745 0.0 0.1 0.0 0.390
H 2.6504 0.5435 -2.0256 0.0 0.0 0.0 0.351
H 2.5961 -1.1443 -1.4806 0.0 0.0 0.0 0.397
H 4.5805 -0.8766 0.7742 0.0 0.1 0.0 0.404
H 3.0460 -1.7463 0.7875 0.0 0.0 0.0 0.369
H 3.3786 -0.4975 2.0156 0.0 0.0 0.0 0.397
H 4.5533 1.6142 0.0875 0.0 -0.1 0.0 0.442
H 3.4315 1.7427 1.4360 0.1 0.0 0.0 0.369
H 2.7803 2.5423 -1.4493 0.0 0.0 0.0 0.428
H 3.1774 3.6394 -0.1426 -0.1 0.1 0.0 0.386
H 1.1822 4.4569 1.1135 0.0 0.0 0.0 0.424
H 1.7612 3.0905 2.0754 0.0 0.0 0.0 0.389
H 0.0427 3.2189 1.6417 0.0 0.0 0.0 0.384
H 0.6088 4.1296 -1.2953 0.0 0.0 0.0 0.405
H -0.6344 3.0437 -0.6769 0.0 0.0 0.0 0.354
H 0.5093 2.4750 -1.9168 0.0 0.0 0.0 0.406
Cl -0.2046 -4.9991 -0.0367 0.2 -0.1 0.0 -0.015
C -1.5960 -4.0967 -0.0229 -0.1 0.4 0.1 0.431
C -2.8259 -4.6568 -0.1148 -0.1 -0.1 0.0 -0.749
C -3.9901 -3.8448 -0.1165 0.3 0.2 0.0 1.076
Cl -5.4427 -4.6107 -0.2130 -0.2 -0.1 0.0 0.001
C -3.9404 -2.3919 -0.0356 0.0 -0.2 0.0 0.236
C -5.0775 -1.5864 -0.1005 -0.1 0.0 0.0 -0.577
C -4.9221 -0.2161 0.0129 0.0 0.0 0.0 -0.757
C -3.6462 0.3004 0.1833 0.1 -0.1 0.0 -0.304
N -2.5415 -0.4611 0.2184 0.0 0.2 0.0 -0.123
C -2.6967 -1.7662 0.1123 0.1 -0.1 -0.1 0.178
C -1.4391 -2.5842 0.1290 -0.2 -0.4 0.0 0.355
O -0.3386 -2.1067 0.2618 0.0 -0.1 -0.2 -0.495
H -2.9323 -5.7319 -0.1916 0.0 0.0 0.0 0.513
H -6.0605 -2.0165 -0.2404 0.0 0.0 0.0 0.462
H -5.7760 0.4456 -0.0364 0.0 0.0 0.0 0.439
H -3.5030 1.3673 0.2948 0.0 0.0 0.0 0.448

=====

55
Properties=species:S:1:pos:R:3:forces:R:3:mulliken_charge:R:1 method="wB97M-V/def2-TZVPD" homo_energy_ev=-8.19 smiles="CN(Cc1ccccc1)Cc1nc2c(c(=O)n(C)c(=O)n2C)n1Cc1ccccc1Cl" lumo_energy_ev=0.7 molar_mass_g_mol=437.93 spin_multiplicity=1 total_charge=0 e_tot_ev=-48310.439
C 2.9237 -1.6025 2.1222 0.0 0.0 0.1 -0.879
N 2.8636 -1.6448 0.6844 -0.1 0.1 0.0 0.352
C 1.6642 -2.1798 0.0708 0.2 -0.2 0.0 -1.741
C 0.6450 -1.1547 -0.3160 -0.3 0.0 0.0 0.477
N 0.6149 -0.6584 -1.5423 0.0 -0.1 -0.5 -0.576
C -0.2833 0.3438 -1.5033 -0.4 -0.2 1.3 0.526
C -0.8309 0.4565 -0.2352 0.2 0.0 -0.8 -0.720
N -0.2246 -0.5313 0.5144 0.2 0.2 -0.4 1.132
C -0.6270 -0.8859 1.8576 -0.1 -0.2 0.4 -1.273
C -1.7368 -1.9113 1.8308 0.1 -0.1 0.1 0.080
C -2.9891 -1.5476 1.3466 0.0 -0.1 0.0 -0.087
C -4.0245 -2.4601 1.2727 0.0 0.0 0.0 -0.957
C -3.8265 -3.7646 1.6922 0.0 0.0 0.0 -0.388
C -2.5965 -4.1457 2.1952 0.0 -0.1 0.0 -0.710
C -1.5641 -3.2228 2.2603 -0.3 0.1 -0.1 0.580
Cl -0.0548 -3.7561 2.9298 0.2 -0.1 0.2 -0.221
H -2.4319 -5.1551 2.5392 0.0 -0.1 0.0 0.439
H -4.6282 -4.4848 1.6388 -0.1 -0.1 0.0 0.377
H -4.9865 -2.1515 0.8937 -0.1 0.0 0.0 0.424
H -3.1497 -0.5247 1.0454 0.0 0.1 0.0 0.427
H 0.2299 -1.2740 2.4060 -0.1 0.2 -0.1 0.671
H -0.9941 0.0285 2.3329 0.2 -0.1 0.0 0.396
C -1.7050 1.5263 0.1243 0.2 -0.3 -0.1 0.956
O -2.2011 1.7324 1.2206 0.0 0.0 0.2 -0.720
N -1.9458 2.3696 -0.9613 -0.2 0.2 0.1 0.010
C -1.4443 2.2582 -2.2517 0.2 -0.2 -0.1 0.583
O -1.7279 3.0706 -3.1053 -0.1 0.3 -0.2 -0.689
N -0.6176 1.1890 -2.5119 0.0 0.1 0.0 0.185
C -0.0564 1.0155 -3.8331 0.0 0.0 -0.3 -1.192
H -0.6655 0.3194 -4.4128 0.1 0.0 0.0 0.285
H 0.9486 0.6144 -3.7267 0.0 0.0 -0.1 0.439
H -0.0457 1.9831 -4.3311 0.0 -0.1 0.0 0.382
C -2.7952 3.5275 -0.7356 -0.2 0.2 0.1 -1.240
H -2.2309 4.4420 -0.9165 -0.1 0.0 0.0 0.328
H -3.1351 3.4899 0.2967 0.0 0.0 -0.1 0.393
H -3.6429 3.5017 -1.4196 0.0 0.0 0.0 0.326
H 1.9607 -2.6739 -0.8618 -0.2 0.0 0.1 0.402
H 1.2366 -2.9243 0.7434 0.0 0.0 -0.1 0.447
C 3.5514 -0.6055 -0.0504 0.1 -0.1 0.0 -1.517
C 2.8564 0.7248 -0.2728 0.1 0.2 0.0 1.022
C 2.1873 1.4082 0.7348 0.1 -0.1 0.0 -0.176
C 1.5413 2.6062 0.4766 0.0 0.1 0.0 -0.690
C 1.5825 3.1625 -0.7887 0.0 0.1 0.0 -0.287
C 2.2791 2.5121 -1.7932 0.1 0.1 -0.1 -0.851
C 2.9003 1.3039 -1.5372 0.1 0.1 0.1 -0.605
H 3.4258 0.7941 -2.3323 0.0 -0.1 -0.1 0.363
H 2.3292 2.9458 -2.7813 0.0 0.0 -0.1 0.448
H 1.0800 4.0966 -0.9919 0.0 0.1 0.0 0.438
H 1.0077 3.1061 1.2723 -0.1 0.1 0.1 0.401
H 2.1579 1.0121 1.7375 0.0 -0.1 0.1 0.479
H 4.4976 -0.4213 0.4714 0.0 -0.1 -0.1 0.455
H 3.7905 -1.0237 -1.0346 0.1 0.1 0.0 0.398
H 3.9599 -1.4325 2.4171 0.0 0.0 0.1 0.330
H 2.6183 -2.5736 2.5138 0.0 0.0 0.1 0.325
H 2.3093 -0.8301 2.6054 0.0 0.0 0.0 0.243